# 1
{
  "formula": "C21H47AuO2P3",
  "method": "ωB97M-V/def2-TZVPD",
  "s_squared": 2.04,
  "charge": 3,
  "spin_multiplicity": 3,
  "relative_energy_kj_mol": 189.4,
  "gap_ev": [6.0, 4.1],
  "e_tot_ha": -2137.3990,
  "elements": ["Au", "P", "P", "P", "H", "C", "C", "H", "C", "C", "C", "C", "C", "C", "C", "C", "C", "H", "H", "H", "H", "H", "H", "H", "H", "H", "H", "H", "H", "H", "H", "H", "H", "H", "H", "H", "H", "H", "H", "H", "H", "H", "H", "H", "H", "H", "C", "C", "C", "C", "C", "C", "O", "H", "H", "H", "H", "H", "H", "C", "C", "O", "C", "C", "H", "H", "H", "H", "H", "H", "H", "H", "H", "H"],
  "positions_angstrom": [[-2.0074, -1.2142, -0.7608], [-2.3842, 1.1528, -2.1418], [-3.3784, -0.6705, 1.0355], [2.7358, 0.1227, -1.5386], [-1.9637, -3.6960, 0.4759], [-0.9559, -4.0403, 0.6671], [-0.2822, -3.8659, 1.8084], [-0.6826, -3.6582, 2.8174], [-3.2757, 1.0015, -3.7530], [-3.4661, 2.2939, -1.1790], [-0.9894, 2.2973, -2.5284], [-2.5307, -1.6907, 2.2522], [-3.2974, 0.9891, 1.8053], [-5.0240, -1.3585, 0.7532], [4.2986, -0.4062, -2.2604], [2.5586, 1.8957, -1.3426], [1.3950, -0.8186, -2.2497], [-0.5359, -4.6989, -0.0986], [0.7812, -4.1698, 1.8837], [-3.7272, 1.9625, -4.0516], [-4.0695, 0.2440, -3.6182], [-2.5486, 0.6710, -4.5180], [-3.7712, 3.1594, -1.7885], [-2.8864, 2.6634, -0.3151], [-4.3651, 1.7437, -0.8522], [-0.4636, 1.9490, -3.4348], [-0.2992, 2.2947, -1.6587], [-1.3739, 3.3242, -2.6932], [-2.6547, -1.2476, 3.2411], [-1.4659, -1.7690, 2.0068], [-2.9363, -2.6981, 2.2507], [-4.1271, 1.6548, 1.5293], [-2.3481, 1.4953, 1.5596], [-3.3322, 0.8433, 2.8922], [-5.6423, -1.3407, 1.6504], [-4.8908, -2.4039, 0.4490], [-5.5809, -0.8525, -0.0450], [4.5492, 0.3824, -2.9997], [4.1203, -1.3635, -2.7834], [5.0875, -0.5403, -1.4856], [3.5594, 2.3324, -1.1276], [1.8452, 2.1025, -0.5115], [2.1508, 2.2780, -2.3117], [1.5705, -0.8351, -3.3190], [0.4131, -0.3858, -1.9910], [1.4017, -1.8615, -1.8768], [2.9018, -2.4021, 0.5886], [1.8936, -3.0128, -0.1713], [2.2686, -4.0386, -1.0113], [3.5675, -4.5328, -0.9969], [4.5025, -4.1035, -0.0543], [4.0827, -3.1443, 0.8601], [2.8538, -1.0661, 0.8356], [2.8892, -0.3762, 0.0289], [0.8801, -2.6299, -0.1945], [1.5491, -4.5278, -1.6621], [3.8286, -5.1707, -1.8346], [5.5256, -4.5279, -0.0319], [4.7236, -2.9514, 1.7112], [-0.0929, 5.1428, 1.7882], [0.4851, 3.9717, 1.0040], [-0.0293, 2.6866, 1.3902], [0.2906, 2.2657, 2.7359], [1.6797, 1.6502, 2.9054], [-1.1937, 5.1171, 1.7877], [0.2446, 6.0696, 1.3115], [0.2857, 5.1641, 2.8207], [0.2436, 4.0604, -0.0648], [1.5819, 3.9450, 1.1165], [0.1702, 3.1222, 3.4251], [-0.4877, 1.5349, 3.0044], [2.4497, 2.3079, 2.4900], [1.9237, 1.5009, 3.9663], [1.7715, 0.6772, 2.4083]],
  "atomic_forces_ev_per_a": [[-0.209, 1.443, -0.780], [-0.623, 1.709, -0.924], [-0.020, -0.090, 1.111], [1.184, -0.171, 1.424], [-0.437, -0.369, 0.385], [0.380, -0.252, 0.086], [0.531, -0.965, 0.811], [-0.063, 0.655, -0.922], [0.234, -0.970, 0.320], [0.146, -0.699, 0.597], [0.615, -0.662, 0.395], [0.124, -0.138, 0.162], [-0.151, 0.398, -0.431], [-0.189, 0.044, -0.495], [0.000, 0.235, -0.655], [-0.626, 0.554, -1.038], [-0.631, -0.061, -0.190], [0.124, 0.715, -0.124], [-0.830, -0.155, -0.219], [0.291, -0.259, 0.316], [0.295, 0.359, -0.363], [-0.507, 0.061, 0.284], [0.209, -0.456, -0.046], [-0.376, -0.142, -0.299], [0.277, 0.418, -0.039], [-0.165, 0.174, 0.421], [-0.309, 0.187, -0.534], [0.001, -0.631, 0.109], [0.009, -0.078, 0.021], [-0.256, 0.221, 0.252], [-0.094, -0.118, 0.027], [0.215, -0.345, -0.039], [-0.206, -0.253, 0.065], [-0.041, -0.131, -0.236], [0.134, 0.116, 0.234], [0.018, 0.150, 0.085], [0.231, 0.030, 0.160], [0.399, -0.633, 0.287], [0.239, 0.413, 0.183], [-0.582, 0.275, -0.601], [-0.709, -0.274, -0.163], [0.532, -0.111, -0.533], [0.432, 0.281, 0.820], [-0.411, -0.044, -0.415], [0.330, 0.089, -0.249], [0.323, 0.855, -0.384], [0.447, 1.663, 0.143], [0.142, -0.155, -0.580], [-0.600, -0.655, 0.514], [0.385, 0.201, -1.107], [-0.234, -0.317, 0.546], [1.105, -0.126, -0.492], [-0.493, -3.322, 3.133], [-0.266, 0.370, -1.395], [0.368, 0.190, 0.096], [0.019, 0.214, -0.028], [0.234, -0.322, 0.395], [-0.881, 0.240, 0.210], [0.050, 0.730, -0.178], [0.112, -0.066, -0.008], [0.247, -0.105, 0.322], [-0.132, -0.466, 0.111], [-0.084, 0.345, 0.281], [0.016, 0.028, -0.228], [0.369, 0.048, 0.041], [-0.148, -0.099, 0.103], [-0.254, 0.014, -0.329], [0.081, 0.023, 0.231], [-0.216, 0.182, -0.158], [0.039, -0.388, -0.304], [0.217, 0.158, -0.063], [-0.061, -0.017, 0.108], [-0.188, 0.104, -0.259], [-0.112, 0.150, 0.020]]
}

---

# 2
{
  "formula": "C21H47AuOP3S",
  "method": "ωB97M-V/def2-TZVPD",
  "s_squared": 2.02,
  "charge": 3,
  "spin_multiplicity": 3,
  "gap_ev": [7.6, 4.3],
  "e_tot_ha": -2460.4184,
  "elements": ["Au", "P", "P", "P", "H", "C", "C", "H", "C", "C", "C", "C", "C", "C", "C", "C", "C", "H", "H", "H", "H", "H", "H", "H", "H", "H", "H", "H", "H", "H", "H", "H", "H", "H", "H", "H", "H", "H", "H", "H", "H", "H", "H", "H", "H", "H", "C", "C", "C", "C", "C", "C", "S", "H", "H", "H", "H", "H", "H", "C", "C", "O", "C", "C", "H", "H", "H", "H", "H", "H", "H", "H", "H", "H"],
  "positions_angstrom": [[-0.6243, 1.1055, -1.5807], [-2.0943, 2.3757, -0.2319], [-2.0410, -1.8409, 1.2188], [1.6017, 1.7488, -1.1146], [-0.2297, -3.9448, -1.0562], [0.8421, -3.7281, -0.9720], [1.3719, -3.2780, 0.1731], [0.7841, -3.1355, 1.0764], [-3.6956, 2.7324, -1.0337], [-2.5907, 1.7892, 1.4252], [-1.3938, 4.0174, 0.1277], [-2.0326, -3.6681, 1.4326], [-2.1596, -1.3698, 3.0033], [-3.8060, -1.6667, 0.7090], [2.8946, 0.4973, -1.3534], [1.8737, 2.4239, 0.5539], [2.0234, 3.1121, -2.2392], [1.4577, -3.9088, -1.8634], [2.4394, -3.0416, 0.2189], [-4.1943, 3.5923, -0.5596], [-4.3513, 1.8525, -0.9632], [-3.5127, 2.9577, -2.0905], [-3.2760, 2.4995, 1.9111], [-1.7000, 1.6787, 2.0549], [-3.0957, 0.8202, 1.3621], [-2.1999, 4.7533, 0.2324], [-0.7347, 4.3207, -0.6917], [-0.8170, 3.9876, 1.0595], [-3.0594, -4.0266, 1.5785], [-1.4168, -3.9288, 2.3024], [-1.5966, -4.1311, 0.5393], [-3.1911, -1.4457, 3.3727], [-1.7925, -0.3429, 3.1304], [-1.5029, -2.0280, 3.5857], [-4.4414, -2.2972, 1.3429], [-3.8718, -2.0105, -0.3314], [-4.1480, -0.6273, 0.7490], [3.6327, 0.8852, -2.0673], [2.4784, -0.4386, -1.7461], [3.3927, 0.2899, -0.3953], [2.9576, 2.5024, 0.7314], [1.4384, 1.7651, 1.3229], [1.4283, 3.4215, 0.6395], [3.0814, 3.0432, -2.5246], [1.8366, 4.0754, -1.7477], [1.4008, 3.0428, -3.1388], [0.6366, -1.2510, -4.5403], [0.2140, -0.5424, -5.6833], [0.6004, -0.9752, -6.9575], [1.4648, -2.0560, -7.1170], [1.9062, -2.7527, -5.9931], [1.4969, -2.3502, -4.7291], [0.1407, -0.9656, -2.8648], [-1.0304, 0.1139, -2.8996], [-0.4553, 0.3157, -5.5700], [0.2391, -0.4782, -7.8566], [1.8162, -2.3541, -8.1060], [2.5610, -3.6097, -6.0843], [1.8140, -2.9224, -3.8514], [0.3342, 1.4172, 5.5695], [0.8964, 1.5315, 4.1635], [0.6757, 0.3864, 3.3227], [1.3996, -0.8034, 3.6910], [2.9057, -0.7057, 3.5169], [-0.6916, 1.0368, 5.5827], [0.3347, 2.4155, 6.0152], [0.9615, 0.7760, 6.1952], [0.4134, 2.3540, 3.6245], [1.9768, 1.7488, 4.2251], [1.1598, -1.0774, 4.7338], [0.9934, -1.5817, 3.0333], [3.3418, 0.0692, 4.1530], [3.3546, -1.6614, 3.8024], [3.1745, -0.5093, 2.4725]],
  "atomic_forces_ev_per_a": [[0.588, 0.311, 1.180], [-1.537, 0.693, 0.204], [-3.041, -1.894, 2.860], [1.316, 0.669, 0.412], [0.478, -0.078, -0.093], [-0.017, 0.261, 0.481], [0.153, -0.026, -0.945], [0.094, -0.063, -0.080], [0.042, -0.060, -0.169], [0.357, -0.366, 0.088], [0.367, -0.044, -0.158], [1.363, -0.182, -0.767], [1.332, 0.972, -0.083], [0.438, 0.871, -1.499], [0.186, -0.437, 0.009], [-0.076, -0.185, 0.277], [-0.137, 0.091, -0.250], [-0.300, 0.040, 0.494], [-0.374, -0.160, 0.202], [0.213, -0.310, -0.089], [0.201, 0.236, -0.101], [-0.194, 0.003, 0.189], [0.211, -0.036, -0.329], [-0.102, 0.008, -0.054], [0.123, 0.371, 0.008], [0.138, -0.204, -0.015], [-0.128, 0.132, 0.144], [-0.097, -0.008, -0.205], [0.177, 0.310, -0.116], [-0.089, 0.068, -0.306], [-0.249, -0.263, 0.292], [0.077, -0.088, -0.495], [-0.120, -0.267, 0.280], [-0.121, 0.206, -0.196], [0.430, 0.077, 0.067], [-0.287, 0.033, 0.196], [-0.027, -0.347, -0.024], [-0.125, -0.148, 0.223], [0.260, 0.267, 0.169], [-0.130, 0.054, -0.298], [-0.296, 0.027, -0.082], [0.175, 0.122, -0.199], [0.098, -0.221, -0.060], [-0.270, 0.122, 0.091], [0.038, -0.218, -0.170], [0.271, 0.149, 0.072], [-0.301, 0.584, -0.340], [-0.418, 0.266, -0.531], [-0.350, 0.587, 0.491], [0.262, -0.216, 0.072], [-0.139, 0.214, 0.651], [0.329, -0.830, 0.644], [-0.785, 0.583, -0.677], [0.120, -1.853, -1.359], [0.239, -0.305, -0.158], [0.005, 0.102, 0.376], [-0.245, 0.095, 0.243], [-0.017, 0.060, -0.025], [0.009, 0.175, -0.379], [0.122, -0.065, -0.015], [0.249, -0.012, -0.008], [0.083, -0.177, -0.097], [-0.186, 0.244, 0.325], [-0.067, -0.041, -0.067], [0.097, 0.050, -0.061], [-0.004, -0.139, 0.049], [-0.164, 0.066, -0.017], [0.080, -0.037, 0.073], [-0.354, 0.035, -0.133], [0.029, 0.063, -0.341], [0.058, 0.029, 0.104], [-0.022, -0.145, -0.103], [0.000, 0.128, -0.005], [-0.038, 0.050, 0.136]]
}

---

# 3
{
  "formula": "C21H47ClN3O4P",
  "method": "ωB97M-V/def2-TZVPD",
  "gap_ev": 7.9,
  "e_tot_ha": -2095.1261,
  "smiles": "CCO[C@@H]1C(=O)N[C@H](P(O)Cl)[C@@H]1C[C@H](C)O.CCN(CC)CC.CCN(CC)CC",
  "elements": ["C", "C", "O", "C", "C", "O", "N", "C", "P", "O", "Cl", "C", "C", "C", "C", "O", "H", "H", "H", "H", "H", "H", "H", "H", "H", "H", "H", "H", "H", "H", "H", "H", "H", "C", "C", "N", "C", "C", "C", "C", "H", "H", "H", "H", "H", "H", "H", "H", "H", "H", "H", "H", "H", "H", "H", "C", "C", "N", "C", "C", "C", "C", "H", "H", "H", "H", "H", "H", "H", "H", "H", "H", "H", "H", "H", "H", "H"],
  "positions_angstrom": [[-1.2005, -1.3230, 0.3015], [-0.2484, -0.8961, -0.7990], [1.0617, -0.7334, -0.2701], [1.9417, -0.3337, -1.2817], [3.4218, -0.4960, -0.9442], [3.9335, -1.2750, -0.1845], [4.1225, 0.4408, -1.7211], [3.1493, 1.0470, -2.6624], [3.8185, 2.4440, -3.7191], [3.1944, 1.9607, -5.1496], [2.5067, 3.9952, -3.3013], [1.8914, 1.1291, -1.7554], [2.0649, 2.0895, -0.5664], [0.9082, 2.2139, 0.4264], [-0.3296, 2.8749, -0.1658], [1.3692, 3.0628, 1.4947], [-2.2293, -1.1895, -0.0493], [-1.0605, -0.7239, 1.2038], [-1.0760, -2.3818, 0.5419], [-0.6006, 0.0393, -1.2577], [-0.2422, -1.6575, -1.5941], [1.8110, -0.9997, -2.1564], [4.9332, 0.0296, -2.1691], [2.9369, 0.2913, -3.4367], [2.2865, 1.6332, -5.0848], [1.0113, 1.3611, -2.3616], [2.9631, 1.8293, 0.0001], [2.2321, 3.0963, -0.9481], [0.6410, 1.2445, 0.8503], [-0.5225, 2.4675, -1.1637], [-1.1990, 2.6944, 0.4685], [-0.1440, 3.9485, -0.2641], [1.5846, 2.5142, 2.2567], [-5.6103, 2.4424, -0.4800], [-4.6143, 2.6276, -1.6136], [-4.4380, 1.4354, -2.4239], [-3.3073, 1.5217, -3.3265], [-3.3520, 2.5587, -4.4562], [-5.6554, 0.8644, -2.9765], [-6.5322, 1.7580, -3.8639], [-5.3387, 1.5855, 0.1379], [-5.6166, 3.3321, 0.1503], [-6.6272, 2.2952, -0.8447], [-3.6363, 2.8687, -1.1867], [-4.9130, 3.5061, -2.2080], [-3.1467, 0.5334, -3.7687], [-2.4195, 1.7199, -2.7150], [-4.0290, 2.2637, -5.2563], [-2.3581, 2.6633, -4.8969], [-3.6510, 3.5431, -4.0954], [-6.2651, 0.5095, -2.1426], [-5.3731, -0.0351, -3.5295], [-6.6645, 2.7512, -3.4325], [-7.5232, 1.3121, -3.9658], [-6.1257, 1.8766, -4.8670], [2.2926, -1.5517, 2.8241], [3.2758, -2.5373, 3.4310], [3.0791, -2.7509, 4.8567], [4.1722, -3.4638, 5.4910], [4.4374, -4.9137, 5.0663], [1.7409, -3.1543, 5.2496], [1.1614, -4.4320, 4.6259], [2.3137, -0.6042, 3.3689], [2.5593, -1.3675, 1.7891], [1.2685, -1.9302, 2.8337], [4.2874, -2.1438, 3.3016], [3.2361, -3.4721, 2.8495], [4.0095, -3.4328, 6.5723], [5.0807, -2.8815, 5.3087], [3.6900, -5.6013, 5.4603], [5.4078, -5.2350, 5.4503], [4.4646, -5.0198, 3.9814], [1.0626, -2.3284, 5.0232], [1.7318, -3.2448, 6.3391], [1.3405, -4.4718, 3.5505], [0.0805, -4.4577, 4.7790], [1.5738, -5.3362, 5.0715]],
  "atomic_forces_ev_per_a": [[-0.120, -0.101, -0.151], [-0.388, -0.074, 0.099], [0.261, -0.017, -0.371], [-0.138, -0.158, 0.159], [0.257, 0.102, 0.314], [-0.116, -0.032, -0.157], [-0.379, -0.322, -0.764], [-0.156, -0.181, 0.437], [0.095, -0.005, 0.013], [0.079, -0.100, 0.140], [-0.060, 0.015, 0.036], [0.219, -0.018, -0.128], [-0.067, 0.248, -0.165], [-0.069, 0.117, 0.343], [0.307, -0.204, -0.191], [-0.145, -0.128, 0.054], [0.112, 0.019, 0.075], [0.014, -0.037, -0.082], [0.114, 0.157, 0.113], [0.108, -0.013, 0.120], [0.118, 0.092, 0.046], [-0.080, 0.108, -0.011], [0.249, 0.216, 0.331], [-0.118, 0.153, -0.100], [0.003, 0.080, -0.134], [0.020, -0.020, 0.130], [-0.101, -0.076, -0.045], [0.078, -0.011, 0.049], [0.080, -0.005, -0.147], [-0.164, 0.072, 0.077], [0.019, 0.159, -0.064], [-0.099, -0.101, 0.026], [0.037, 0.070, -0.138], [0.020, 0.011, 0.019], [-0.017, 0.075, 0.015], [0.028, -0.015, 0.021], [0.193, -0.067, -0.117], [0.058, -0.007, -0.012], [-0.116, -0.074, -0.004], [-0.002, -0.052, -0.024], [-0.006, -0.020, -0.016], [0.002, -0.002, 0.010], [-0.003, 0.000, -0.006], [0.011, 0.012, -0.023], [-0.010, -0.005, 0.014], [-0.062, -0.025, 0.031], [-0.046, 0.043, 0.049], [-0.047, 0.022, 0.021], [0.002, -0.008, 0.006], [-0.013, 0.001, 0.010], [0.018, 0.028, 0.025], [0.033, 0.021, -0.025], [-0.004, -0.002, 0.018], [0.001, -0.006, -0.002], [0.030, 0.050, 0.018], [-0.044, 0.045, 0.111], [-0.019, -0.026, -0.017], [0.010, -0.005, -0.042], [0.093, 0.017, 0.073], [0.029, -0.009, 0.044], [-0.123, 0.010, 0.038], [-0.028, -0.002, 0.054], [-0.017, -0.027, 0.035], [0.012, 0.008, -0.091], [0.002, -0.003, 0.006], [0.021, -0.028, 0.009], [0.003, 0.008, 0.001], [-0.028, -0.006, -0.004], [-0.012, 0.006, -0.042], [-0.029, 0.008, -0.035], [-0.002, 0.003, 0.007], [-0.008, 0.010, -0.008], [0.023, 0.014, -0.036], [0.035, -0.027, -0.002], [-0.003, 0.017, -0.008], [0.002, 0.001, 0.008], [0.042, 0.001, -0.045]]
}